# 1
Computed, not measured: the ion C5H10NS with charge +1 at a distorted geometry, with ωB97M-V/def2-TZVPD.

Properties
total charge	+1
LUMO energy (spin up / spin down)	-6.94 / -5.47	eV
energy	-649.01272	Ha
largest force on an atom	0.069	hartree/bohr

Each line ends with the natural charge from an NBO analysis.
CARTESIAN COORDINATES (ANGSTROEM)
C: -1.352352 1.266027 0.474344  0.06
C: 0.567844 0.077574 -0.350847  -0.29
C: -0.218405 -0.874552 -1.201959  0.19
C: 0.522391 -1.630802 -2.258643  -0.75
C: 0.570619 0.914315 1.915631  -0.46
N: -0.107672 0.813750 0.639382  -0.43
S: -2.357527 1.756802 1.750363  0.17
H: 1.224172 -0.743160 0.158503  0.28
H: 1.274904 0.661201 -0.853215  0.25
H: -1.091814 -1.289772 -0.621876  0.24
H: 0.817984 -2.626968 -1.953081  0.29
H: 1.510473 -1.187167 -2.634433  0.26
H: -0.301671 -1.866820 -3.060330  0.30
H: -0.017732 1.286086 2.811063  0.25
H: 1.441426 1.455594 1.715891  0.22
H: 0.949125 -0.027361 2.427407  0.23
H: -3.431767 2.015253 1.041799  0.17

Forces on atoms 1 to 2 (eV/Å):
0.7 -1.3 -0.9
0.1 -2.9 -0.2

---

# 2
Computed, not measured: a structure of composition C5H10NiO3 at a distorted geometry, with ωB97M-V/def2-TZVPD.

Properties
total charge	-1
LUMO energy (spin up / spin down)	3.78 / 3.05	eV
energy	-1930.30088	Ha
largest force on an atom	0.050	hartree/bohr
spin multiplicity	4

Each line ends with the natural charge from an NBO analysis.
CARTESIAN COORDINATES (ANGSTROEM)
O: 2.452109 1.020348 -0.527853  -0.92
C: 2.726481 0.052049 0.401157  -0.14
C: 1.766273 -1.122244 0.184588  -0.09
O: 0.447302 -0.833998 0.625455  -0.68
C: -0.673172 -1.286810 -0.247521  -0.16
C: -1.882767 -0.469691 -0.044571  -0.39
O: -1.445826 0.936041 -0.216841  -0.70
C: -2.456369 1.820678 -0.626484  -0.22
Ni: 0.106801 1.112165 1.032711  0.73
H: 2.960517 0.674950 1.304430  0.16
H: 3.647990 -0.514113 0.697453  0.10
H: 2.121262 -1.999107 0.751882  0.14
H: 1.747857 -1.455253 -0.866861  0.18
H: -0.871511 -2.341069 -0.002076  0.18
H: -0.275890 -1.223082 -1.273103  0.17
H: -2.210432 -0.547670 1.013495  0.12
H: -2.021068 2.826099 -0.712226  0.18
H: -2.860338 1.504228 -1.600523  0.18
H: -3.279211 1.846486 0.106879  0.16

Forces on atoms 1 to 2 (eV/Å):
0.2 -0.4 -0.2
-0.2 0.9 0.0

---

# 3
Computed, not measured: the ion C5H10O with charge -1 at a distorted geometry, with ωB97M-V/def2-TZVPD.

Properties
total charge	-1
LUMO energy (spin up / spin down)	4.20 / 4.15	eV
energy	-271.69116	Ha
largest force on an atom	0.038	hartree/bohr
spin multiplicity	2

Each line ends with the natural charge from an NBO analysis.
CARTESIAN COORDINATES (ANGSTROEM)
O: -0.176600 0.068777 2.672350  -0.81
C: -0.035595 -0.996759 1.948532  0.00
C: 0.613644 -0.842291 0.597994  -0.49
C: -0.201818 -0.103744 -0.473811  -0.23
C: -1.034777 1.066169 0.017765  -0.62
C: 0.694491 0.331218 -1.673082  -0.61
H: -0.357239 -1.971153 2.318592  0.08
H: 1.537764 -0.258790 0.766660  0.16
H: 0.897787 -1.792660 0.136383  0.17
H: -0.890802 -0.788070 -0.981210  0.16
H: -1.343720 1.816425 -0.704245  0.17
H: -0.609204 1.553181 0.846189  0.24
H: -1.976384 0.687132 0.432975  0.21
H: 0.243595 0.200594 -2.658357  0.18
H: 1.079367 1.337250 -1.524080  0.19
H: 1.559493 -0.307272 -1.722656  0.19

Forces on atoms 1 to 2 (eV/Å):
0.0 -0.2 0.1
-0.1 0.6 -0.2

---

# 4
Computed, not measured: an isolated molecule of C5H10O, with ωB97M-V/def2-TZVPD.

Properties
total charge	0
SMILES string	COCC1CC1
LUMO energy	1.14	eV
energy	-271.68216	Ha
largest force on an atom	0.007	hartree/bohr

Each line ends with the natural charge from an NBO analysis.
CARTESIAN COORDINATES (ANGSTROEM)
C: 0.226469 1.681077 -1.145027  -0.26
O: -0.416770 1.884835 0.091906  -0.54
C: -0.388944 0.814670 1.025399  -0.06
C: -0.616565 -0.555379 0.414146  -0.27
C: 0.137034 -1.794575 0.823623  -0.41
C: 0.378879 -1.213770 -0.524206  -0.43
H: 0.149161 0.647516 -1.460726  0.18
H: -0.293199 2.278433 -1.895345  0.19
H: 1.295467 1.947563 -1.119727  0.16
H: 0.536801 0.828081 1.626057  0.16
H: -1.210354 1.058693 1.712622  0.20
H: -1.658242 -0.725547 0.141909  0.22
H: -0.407589 -2.729601 0.886397  0.22
H: 0.952738 -1.679871 1.532552  0.21
H: 1.352954 -0.759379 -0.696948  0.22
H: -0.037842 -1.682744 -1.412632  0.22

Forces on atoms 1 to 2 (eV/Å):
0.1 0.0 -0.3
-0.2 0.0 0.0

---

Energy relative to the best compared isomer or geometry (same formula, charge and spin) for every record listed, in sequence, given in kJ/mol: 558.3; 0.0; 0.4; 185.0.